Computed, not measured: C19H27N3O3S in the gas phase, with the ωB97M-V functional and the def2-TZVPD basis.

Output
HOMO-LUMO gap	8.4	eV
SMILES	CCCCCNC(=O)c1ccc2c(=O)n(CCCOCC)c(=S)[nH]c2c1
strongest force on any atom	0.8	eV Å⁻¹
E_LUMO	-0.288	eV
E_HOMO	-8.65	eV
relative energy (zero: lowest compared OMol25 entry of this formula, charge and spin)	1.90	kcal per mole
DFT total energy	-41591.170	eV

ORCA input file:
```
! RIJCOSX wB97M-V def2-TZVPD def2/J DEFGRID3
* xyz 0 1
C 6.493 1.858 3.061
C 6.832 0.454 2.574
C 6.186 0.154 1.224
C 6.525 -1.249 0.727
C 5.926 -1.530 -0.652
N 4.482 -1.495 -0.637
C 3.775 -0.504 -1.221
O 4.281 0.394 -1.863
C 2.290 -0.590 -1.027
C 1.608 -1.807 -0.939
C 0.238 -1.820 -0.796
C -0.477 -0.625 -0.735
C -1.935 -0.640 -0.581
O -2.593 -1.652 -0.474
N -2.548 0.612 -0.571
C -3.996 0.627 -0.420
C -4.393 0.712 1.055
C -5.907 0.543 1.272
O -6.292 -0.746 1.673
C -6.170 -1.756 0.689
C -6.875 -3.003 1.202
C -1.878 1.801 -0.643
S -2.617 3.271 -0.575
N -0.525 1.753 -0.780
C 0.204 0.594 -0.835
C 1.588 0.603 -0.985
H 6.965 2.055 4.021
H 5.418 1.973 3.177
H 6.841 2.602 2.348
H 6.491 -0.278 3.311
H 7.916 0.353 2.486
H 6.525 0.885 0.488
H 5.102 0.259 1.313
H 6.157 -1.992 1.441
H 7.608 -1.361 0.660
H 6.246 -0.766 -1.365
H 6.254 -2.512 -1.010
H 4.015 -2.144 -0.024
H 2.145 -2.741 -1.016
H -0.314 -2.745 -0.731
H -4.385 1.490 -0.964
H -4.369 -0.294 -0.870
H -4.076 1.680 1.444
H -3.878 -0.069 1.618
H -6.448 0.839 0.359
H -6.233 1.187 2.091
H -5.113 -1.984 0.494
H -6.636 -1.416 -0.249
H -6.796 -3.801 0.468
H -6.419 -3.326 2.133
H -7.924 -2.788 1.388
H -0.054 2.646 -0.849
H 2.127 1.534 -1.080
*
```

Atom charges from the Löwdin analysis, given in e for atoms 1 to 5: C -0.12; C -0.28; C -0.23; C -0.19; C -0.18